Entry 1:
Here is a molecular structure, C49H31Cl3F18Ge2INO2P2S2V from OMol25. Energies are from wB97M-V/def2-TZVPD.

Geometry (Å):
V  0.03  -0.18  -1.58
C  7.57  -0.68  2.80
S  6.25  -1.90  2.96
C  4.95  -0.80  3.58
C  4.16  -0.06  2.50
C  3.32  -1.02  1.67
N  2.42  -0.33  0.72
P  0.78  0.07  1.00
C  0.48  -0.25  2.79
C  -0.26  -1.34  3.26
C  -0.42  -1.57  4.62
C  0.16  -0.70  5.53
C  0.87  0.40  5.08
C  1.02  0.63  3.72
C  0.79  1.90  1.08
C  -0.40  2.58  1.38
C  -0.42  3.96  1.42
C  0.74  4.69  1.17
C  1.92  4.02  0.89
C  1.95  2.63  0.85
P  2.60  -0.34  -0.99
C  4.30  0.35  -1.15
C  4.51  1.73  -1.23
C  5.81  2.24  -1.21
C  6.90  1.39  -1.13
C  6.69  0.02  -1.08
C  5.40  -0.50  -1.09
C  2.88  -2.05  -1.57
C  3.18  -2.19  -2.92
C  3.33  -3.46  -3.47
C  3.19  -4.59  -2.67
C  2.90  -4.45  -1.32
C  2.73  -3.18  -0.78
H  8.44  -1.20  2.39
H  7.83  -0.27  3.77
H  7.29  0.12  2.12
H  5.44  -0.10  4.26
H  4.29  -1.43  4.17
H  4.83  0.50  1.84
H  3.50  0.66  3.00
H  2.72  -1.65  2.33
H  3.98  -1.68  1.12
H  -0.72  -2.03  2.57
H  -1.00  -2.42  4.95
H  0.04  -0.88  6.60
H  1.31  1.09  5.79
H  1.54  1.52  3.39
H  -1.30  2.02  1.58
H  -1.35  4.47  1.66
H  0.72  5.77  1.19
H  2.83  4.58  0.70
H  2.87  2.11  0.65
H  3.68  2.40  -1.33
H  5.96  3.31  -1.27
H  7.90  1.79  -1.12
H  7.53  -0.66  -1.03
H  5.27  -1.57  -1.07
H  3.27  -1.32  -3.56
H  3.53  -3.56  -4.53
H  3.30  -5.57  -3.10
H  2.77  -5.32  -0.69
H  2.46  -3.10  0.27
F  -1.98  -0.48  -3.74
C  -1.20  -0.53  -4.84
F  -1.25  0.66  -5.43
F  -1.71  -1.44  -5.66
C  0.27  -0.87  -4.47
O  0.96  -1.37  -5.31
O  0.61  -0.52  -3.25
I  1.51  2.71  -3.00
C  -0.22  1.80  -2.10
H  -0.95  1.85  -2.90
H  -0.53  2.48  -1.31
Cl  0.06  -4.50  1.07
Ge  -0.98  -2.71  0.31
Cl  -0.52  -2.86  -1.84
Cl  -3.03  -3.38  0.63
F  -3.26  1.94  -2.86
C  -3.88  2.70  -1.95
C  -4.38  2.13  -0.80
C  -5.08  2.96  0.06
F  -5.65  2.49  1.18
C  -5.24  4.30  -0.20
F  -5.92  5.09  0.64
C  -4.70  4.84  -1.35
F  -4.84  6.14  -1.60
C  -4.01  4.04  -2.24
F  -3.50  4.57  -3.35
Ge  -4.11  0.20  -0.58
S  -1.96  -0.15  -0.26
C  -4.85  -0.41  1.14
C  -4.34  0.14  2.30
F  -3.50  1.18  2.26
C  -4.66  -0.34  3.55
F  -4.15  0.20  4.65
C  -5.52  -1.41  3.66
F  -5.84  -1.89  4.85
C  -6.06  -1.98  2.52
F  -6.89  -3.02  2.64
C  -5.71  -1.49  1.28
F  -6.25  -2.10  0.23
C  -5.08  -0.66  -2.04
C  -6.32  -0.17  -2.43
F  -6.86  0.90  -1.83
C  -7.07  -0.77  -3.42
F  -8.26  -0.27  -3.78
C  -6.59  -1.90  -4.04
F  -7.31  -2.50  -4.98
C  -5.38  -2.43  -3.66
F  -4.93  -3.54  -4.25
C  -4.64  -1.81  -2.67
F  -3.50  -2.39  -2.32

Calculated values
**2S+1**: 2
**E_LUMO (alpha / beta)**: -1.88 / -2.24 eV
**Energy relative to the best compared isomer or geometry (same formula, charge and spin)**: 0.0 kJ/mol
**E_HOMO (alpha / beta)**: -7.47 / -7.25 eV
**Kohn-Sham gap (alpha / beta)**: 5.591 / 5.016 eV
**Calculated total energy**: -12143.9421 Eh

=====

Entry 2:
Here is 4 unconnected molecules or ions with the total composition C6H20NO4 from OMol25. Energies are from wB97M-V/def2-TZVPD.

Geometry (Å):
C  0.59  1.14  -2.60
O  -0.60  1.90  -2.83
C  0.47  0.49  -1.22
C  1.33  -0.75  -0.99
C  0.93  -1.59  0.25
C  1.15  -0.20  2.38
C  1.63  -1.03  1.47
N  0.74  1.57  -0.19
H  0.83  0.45  -3.40
H  1.34  1.93  -2.61
H  -1.31  1.31  -3.09
H  -0.56  0.21  -0.99
H  2.40  -0.49  -1.01
H  1.25  -1.26  -1.95
H  1.38  -2.58  0.16
H  -0.14  -1.66  0.26
H  1.60  0.03  3.34
H  0.18  0.28  2.24
H  2.60  -1.50  1.59
H  0.27  1.20  0.64
H  0.11  2.37  -0.31
H  1.71  1.69  0.09
H  -3.12  -0.53  0.51
H  -1.92  -0.93  1.48
O  -2.37  -0.20  1.01
H  -2.26  -2.83  1.61
H  -0.67  -3.30  1.93
O  -1.33  -2.65  1.73
H  -2.24  1.72  0.74
H  -2.24  2.86  -0.43
O  -1.73  2.34  0.20

Calculated values
**E_LUMO**: -2.58 eV
**Energy relative to the best compared isomer or geometry (same formula, charge and spin)**: 150.0 kJ/mol
**E_HOMO**: -13.37 eV
**Charge**: +1
**Kohn-Sham gap**: 10.793 eV
**Calculated total energy**: -596.0504 Eh

=====

Entry 3:
Here is C20H26N4O3S in the gas phase from OMol25. Energies are from wB97M-V/def2-TZVPD.

Geometry (Å):
O  -0.08  -1.41  -1.60
C  -0.30  -0.41  -0.96
N  -1.52  0.00  -0.57
H  -1.60  0.78  0.06
C  -2.72  -0.77  -0.81
C  -3.51  -0.19  -1.99
C  -4.10  1.18  -1.65
C  -4.99  1.08  -0.42
C  -4.20  0.55  0.77
C  -3.59  -0.81  0.45
H  -4.39  -1.54  0.29
H  -2.98  -1.17  1.29
H  -3.42  1.27  1.04
H  -4.86  0.45  1.64
H  -5.41  2.06  -0.19
H  -5.82  0.41  -0.63
H  -3.29  1.89  -1.47
H  -4.67  1.55  -2.50
H  -2.84  -0.12  -2.86
H  -4.31  -0.88  -2.24
H  -2.39  -1.78  -1.06
C  0.81  0.61  -0.56
C  2.15  0.13  -1.04
C  3.31  -0.16  -0.37
C  4.24  -0.57  -1.36
C  3.58  -0.50  -2.55
O  2.32  -0.07  -2.36
H  3.88  -0.71  -3.55
H  5.25  -0.87  -1.20
H  3.49  -0.08  0.68
N  0.83  0.93  0.85
C  0.93  -0.03  1.80
O  1.18  0.20  2.97
C  0.63  -1.43  1.35
C  1.49  -2.42  0.93
S  0.57  -3.81  0.61
N  -0.82  -3.05  1.05
N  -0.65  -1.85  1.41
H  2.55  -2.39  0.80
C  0.96  2.32  1.26
H  1.10  2.28  2.34
C  -0.30  3.15  0.94
C  0.24  4.55  0.67
C  1.52  4.27  -0.12
H  2.19  5.13  -0.15
H  1.27  4.01  -1.15
C  2.14  3.08  0.60
H  2.70  2.44  -0.07
H  2.82  3.42  1.38
H  -0.47  5.17  0.12
H  0.48  5.05  1.60
H  -0.79  2.78  0.04
H  -1.02  3.13  1.76
H  0.57  1.53  -1.12

Calculated values
**E_LUMO**: 0.58 eV
**SMILES**: O=C(NC1CCCCC1)[C@H](c1ccco1)N(C(=O)c1csnn1)C1CCCC1
**Energy relative to the best compared isomer or geometry (same formula, charge and spin)**: 257.4 kJ/mol
**E_HOMO**: -8.78 eV
**Kohn-Sham gap**: 9.357 eV
**Calculated total energy**: -1620.6413 Eh

=====

Entry 4:
Here is 5 unconnected molecules or ions with the total composition C41H68Cl2F3N2O8PSi from OMol25. Energies are from wB97M-V/def2-TZVPD.

Geometry (Å):
C  -0.61  -3.35  4.98
C  -0.42  -3.65  3.38
P  0.72  -2.34  2.69
C  2.37  -2.18  3.57
C  3.49  -3.27  3.22
C  0.83  -2.24  0.81
C  2.11  -1.22  0.63
N  3.04  -0.47  0.41
C  1.33  -3.57  0.05
C  0.66  -4.96  0.46
C  1.63  -5.91  1.37
F  0.48  -5.73  -0.79
C  -0.38  -1.42  0.07
C  -0.23  0.07  0.72
N  -0.15  1.23  1.05
C  -0.12  -1.28  -1.53
Cl  -1.04  -2.58  -2.51
C  -0.35  0.22  -2.11
C  -0.67  0.01  -3.71
Cl  1.20  1.24  -2.10
C  -1.86  -1.87  0.48
F  -2.13  -3.28  0.35
F  -2.19  -1.56  1.88
C  -3.05  -1.10  -0.30
C  -4.41  -1.95  -0.48
Si  -5.56  -1.98  1.06
C  -5.41  -3.77  1.80
C  -5.16  -0.65  2.38
C  -7.43  -1.70  0.58
C  -7.88  -0.98  -0.74
C  -9.45  -0.81  -0.94
C  -10.49  -1.33  0.14
C  -10.03  -2.07  1.44
C  -8.48  -2.24  1.65
H  -0.21  -4.27  5.56
H  -1.71  -3.24  5.28
H  0.05  -2.46  5.33
H  0.10  -4.68  3.33
H  -1.43  -3.77  2.85
H  2.78  -1.11  3.35
H  2.17  -2.18  4.71
H  4.49  -2.91  3.72
H  3.73  -3.38  2.10
H  3.22  -4.25  3.75
H  2.45  -3.67  0.32
H  1.33  -3.52  -1.10
H  -0.37  -4.92  0.94
H  2.63  -5.41  1.63
H  1.07  -6.32  2.29
H  1.91  -6.86  0.75
H  0.98  -1.52  -1.81
H  -1.26  0.76  -1.70
H  -0.51  1.07  -4.17
H  -1.77  -0.25  -3.91
H  0.09  -0.67  -4.23
H  -2.77  -0.72  -1.34
H  -3.34  -0.16  0.32
H  -5.02  -1.38  -1.29
H  -4.25  -3.00  -0.95
H  -5.45  -3.77  2.95
H  -6.19  -4.49  1.32
H  -4.38  -4.18  1.46
H  -4.74  0.33  1.97
H  -4.43  -1.14  3.15
H  -6.14  -0.46  2.98
H  -7.13  -0.59  -1.51
H  -9.82  -0.27  -1.89
H  -11.63  -1.18  0.01
H  -10.73  -2.46  2.26
H  -8.16  -2.78  2.62
O  2.96  7.24  -5.20
C  2.58  6.83  -4.12
O  3.45  6.29  -3.25
C  3.13  5.94  -1.90
C  2.51  4.56  -1.83
C  1.12  6.83  -3.78
H  2.52  6.70  -1.43
H  4.08  5.93  -1.35
H  1.57  4.51  -2.38
H  2.32  4.27  -0.79
H  3.17  3.82  -2.29
H  0.64  5.96  -4.24
H  0.67  7.74  -4.19
H  0.91  6.84  -2.71
O  7.29  2.49  -8.42
C  6.94  3.37  -7.66
O  5.84  3.22  -6.91
C  5.45  4.13  -5.86
C  4.68  5.31  -6.42
C  7.69  4.67  -7.61
H  6.31  4.43  -5.26
H  4.79  3.56  -5.20
H  5.29  5.90  -7.11
H  4.34  5.96  -5.61
H  3.81  4.96  -6.99
H  7.36  5.30  -8.44
H  8.76  4.46  -7.72
H  7.59  5.21  -6.67
O  -5.15  1.29  -2.09
C  -5.50  2.18  -1.34
O  -6.61  2.04  -0.58
C  -7.01  2.94  0.46
C  -7.78  4.12  -0.11
C  -4.75  3.48  -1.29
H  -6.15  3.25  1.06
H  -7.66  2.37  1.12
H  -7.17  4.71  -0.79
H  -8.13  4.77  0.69
H  -8.64  3.77  -0.68
H  -5.08  4.11  -2.12
H  -3.69  3.28  -1.40
H  -4.87  4.03  -0.36
O  5.81  -1.42  4.96
C  6.90  -1.89  5.20
O  7.02  -3.15  5.64
C  8.27  -3.85  5.77
C  8.93  -3.53  7.10
C  8.14  -1.04  5.08
H  8.92  -3.66  4.92
H  8.03  -4.92  5.75
H  9.18  -2.47  7.18
H  9.85  -4.11  7.22
H  8.26  -3.76  7.93
H  8.25  -0.44  5.98
H  8.02  -0.37  4.22
H  9.05  -1.60  4.90

Calculated values
**E_LUMO**: 0.30 eV
**SMILES**: CCP(CC)[C@@](C#N)(C[C@H](C)F)[C@@](C#N)([C@@H](Cl)[C@H](C)Cl)C(F)(F)CC[Si](C)(C)c1ccccc1.CCOC(C)=O.CCOC(C)=O.CCOC(C)=O.CCOC(C)=O
**E_HOMO**: -7.64 eV
**Kohn-Sham gap**: 7.941 eV
**Calculated total energy**: -4164.9329 Eh

=====

Entry 5:
Here is C12H22BrNO3 in the gas phase from OMol25. Energies are from wB97M-V/def2-TZVPD.

Geometry (Å):
C  -3.72  -1.32  -1.32
C  -2.71  -2.47  -1.21
C  -2.42  -2.89  0.22
O  -1.87  -1.83  0.99
C  -0.49  -1.72  0.93
C  0.32  -2.57  1.91
O  1.59  -1.89  1.97
C  1.53  -0.73  1.29
O  2.50  -0.22  0.83
C  0.06  -0.31  1.16
Br  -0.46  0.29  2.96
C  -0.35  0.67  0.07
C  -0.29  2.17  0.34
C  1.12  2.79  0.37
C  1.72  3.01  -1.03
C  2.95  2.14  -1.33
N  4.02  2.35  -0.36
H  -4.54  -1.45  -0.62
H  -3.25  -0.35  -1.13
H  -4.15  -1.29  -2.33
H  -1.77  -2.19  -1.71
H  -3.09  -3.35  -1.75
H  -1.74  -3.75  0.23
H  -3.34  -3.20  0.73
H  -0.09  -1.99  -0.07
H  -0.10  -2.66  2.91
H  0.50  -3.58  1.52
H  0.25  0.42  -0.82
H  -1.39  0.41  -0.18
H  -0.87  2.68  -0.44
H  -0.81  2.38  1.28
H  1.05  3.76  0.88
H  1.78  2.17  0.98
H  2.03  4.05  -1.14
H  0.96  2.80  -1.80
H  3.30  2.35  -2.35
H  2.64  1.09  -1.32
H  4.83  2.77  -0.78
H  4.29  1.49  0.09

Calculated values
**E_LUMO**: 0.56 eV
**SMILES**: CCCO[C@@H]1COC(=O)[C@@]1(Br)CCCCCN
**Energy relative to the best compared isomer or geometry (same formula, charge and spin)**: 0.0 kJ/mol
**E_HOMO**: -8.79 eV
**Kohn-Sham gap**: 9.343 eV
**Calculated total energy**: -3324.9253 Eh

=====

Entry 6:
Here is 2 unconnected molecules or ions with the total composition C2H10NO2 from OMol25. Energies are from wB97M-V/def2-TZVPD.

Geometry (Å):
C  0.18  0.75  1.17
O  -1.18  0.87  0.92
C  0.62  0.27  -0.26
N  1.96  -0.50  -0.23
H  0.16  -0.05  1.90
H  0.61  1.73  1.40
H  -1.36  1.88  0.72
H  -0.30  -0.09  -0.83
H  0.77  1.10  -0.89
H  1.95  -1.19  0.52
H  2.69  0.19  -0.01
H  2.03  -0.97  -1.13
H  -3.01  -1.30  -1.82
H  -2.76  -1.17  -0.34
O  -2.35  -1.52  -1.13

Calculated values
**E_LUMO**: -3.82 eV
**Energy relative to the best compared isomer or geometry (same formula, charge and spin)**: 167.0 kJ/mol
**E_HOMO**: -14.57 eV
**Charge**: +1
**Kohn-Sham gap**: 10.746 eV
**Calculated total energy**: -287.1327 Eh

=====

Entry 7:
Here is 2 unconnected molecules or ions with the total composition C3H9N2 from OMol25. Energies are from wB97M-V/def2-TZVPD.

Geometry (Å):
C  -1.29  -0.27  2.00
C  2.01  0.73  -2.47
C  1.08  0.85  -1.42
N  -1.95  -1.23  2.67
N  -0.86  -0.42  0.81
H  -1.01  0.58  2.67
H  1.87  1.40  -3.32
H  3.01  0.76  -2.21
H  1.75  -0.17  -3.05
H  -0.03  0.57  -1.63
H  1.36  1.13  -0.46
H  -1.96  -1.00  3.65
H  -2.84  -1.73  2.47
H  -1.14  -1.21  0.29

Calculated values
**E_LUMO**: -7.36 eV
**Energy relative to the best compared isomer or geometry (same formula, charge and spin)**: 419.5 kJ/mol
**E_HOMO**: -12.70 eV
**Charge**: +1
**Kohn-Sham gap**: 5.340 eV
**Calculated total energy**: -228.8270 Eh

=====

Entry 8:
Here is a molecular structure, C28H36N3O5Se2Te2Y from OMol25. Energies are from wB97M-V/def2-TZVPD.

Geometry (Å):
Y  0.04  0.14  2.15
C  1.11  0.67  5.56
O  1.15  1.20  4.23
C  2.12  2.23  4.15
C  2.23  2.71  2.72
O  2.08  1.55  1.88
C  2.29  1.81  0.49
C  2.57  0.48  -0.16
O  1.55  -0.44  0.20
C  1.71  -1.68  -0.48
H  0.85  1.45  6.27
H  0.36  -0.11  5.57
H  2.10  0.26  5.81
H  1.83  3.07  4.79
H  3.07  1.84  4.51
H  1.45  3.43  2.47
H  3.21  3.15  2.55
H  1.41  2.30  0.06
H  3.17  2.45  0.36
H  2.58  0.61  -1.25
H  3.53  0.08  0.16
H  1.65  -1.51  -1.56
H  2.69  -2.11  -0.24
H  0.93  -2.35  -0.16
O  -1.25  -3.94  0.74
C  -1.15  -2.75  1.05
N  -0.35  -2.20  1.96
C  0.33  -3.14  2.83
C  1.74  -2.70  3.10
C  2.73  -3.62  3.44
C  4.00  -3.18  3.71
C  4.27  -1.82  3.62
C  3.24  -0.97  3.27
N  1.99  -1.39  3.02
C  -2.02  -1.74  0.33
C  -3.09  -2.22  -0.41
C  -3.94  -1.31  -1.01
C  -3.69  0.04  -0.85
C  -2.60  0.44  -0.08
N  -1.78  -0.44  0.51
H  -0.19  -3.17  3.80
H  0.30  -4.15  2.42
H  2.47  -4.67  3.49
H  4.78  -3.88  3.98
H  5.25  -1.42  3.82
H  3.40  0.09  3.18
H  -3.21  -3.29  -0.48
H  -4.79  -1.65  -1.59
H  -4.32  0.80  -1.29
H  -2.37  1.48  0.07
Se  -0.94  2.90  1.70
Te  -3.17  2.93  2.85
Te  -2.51  1.63  5.13
Se  -1.92  -0.58  4.10
C  -2.94  1.57  -7.47
C  -2.31  1.29  -6.14
C  -2.15  -0.01  -5.68
C  -1.57  -0.28  -4.44
C  -1.44  -1.72  -4.01
C  -1.13  0.80  -3.66
C  -0.52  0.49  -2.35
O  0.06  1.28  -1.64
C  -1.28  2.13  -4.10
C  -0.85  3.31  -3.28
C  -1.87  2.34  -5.34
H  -3.22  0.65  -7.98
H  -2.25  2.12  -8.12
H  -3.84  2.18  -7.36
H  -2.49  -0.83  -6.29
H  -1.82  -2.37  -4.79
H  -2.00  -1.93  -3.10
H  -0.40  -2.00  -3.83
H  -0.65  -0.55  -2.00
H  0.23  3.35  -3.17
H  -1.26  3.28  -2.27
H  -1.18  4.23  -3.77
H  -2.00  3.36  -5.68

Calculated values
**E_LUMO**: 0.02 eV
**Energy relative to the best compared isomer or geometry (same formula, charge and spin)**: 19.0 kJ/mol
**E_HOMO**: -6.35 eV
**Kohn-Sham gap**: 6.364 eV
**Calculated total energy**: -7006.4732 Eh